A cluster of 4 separate species, C17H43NO15P3 in total in a non-equilibrium geometry. Source: the Open Molecules 2025 dataset; level of theory: ωB97M-V/def2-TZVPD.

The electronic energy is -2880.5684 Ha. Its lowest unoccupied orbital energy is -4.51 eV. Its charge is +1. The largest force on an atom comes out at 9.3 eV/Å. The energy above the lowest of the compared OMol25 structures with the same formula, charge and spin is 0.00 kJ/mol. The gap between HOMO and LUMO is 6.84 eV. Its spin multiplicity is 1.

Atoms and positions in Å:
C1 -3.02 -0.83 3.45
C2 -3.67 0.01 2.27
C3 -2.55 0.98 1.76
C4 -2.47 1.17 0.22
N1 -2.80 -0.05 -0.58
C5 -1.98 -1.26 -0.26
C6 -0.50 -1.19 -0.70
O1 0.06 -2.21 -0.82
O2 0.19 -0.01 -0.90
C7 1.22 0.15 0.11
C8 0.97 0.94 1.41
O3 2.23 -0.35 -0.04
H1 -3.76 -1.27 4.12
H2 -2.35 -1.60 3.00
H3 -2.34 -0.11 3.96
H4 -4.50 0.59 2.70
H5 -4.02 -0.74 1.53
H6 -1.56 0.72 2.17
H7 -2.78 1.98 2.18
H8 -3.23 1.93 -0.05
H9 -1.50 1.63 -0.03
H10 -3.81 -0.20 -0.48
H11 -2.66 0.20 -1.57
H12 -2.43 -2.10 -0.84
H13 -2.02 -1.57 0.79
H14 0.24 1.75 1.20
H15 0.52 0.25 2.17
H16 1.90 1.33 1.83
C9 3.08 -1.43 6.76
O4 2.34 -0.24 6.43
P1 0.71 -0.46 6.05
O5 0.52 0.84 5.33
O6 0.26 -0.36 7.61
C10 0.75 0.69 8.43
O7 -0.77 -1.13 5.64
C11 -1.11 -2.40 6.23
H17 4.09 -1.14 7.04
H18 2.62 -1.95 7.60
H19 3.13 -2.09 5.90
H20 1.00 1.58 7.84
H21 1.62 0.35 8.98
H22 -0.03 0.95 9.15
H23 -1.32 -2.28 7.29
H24 -0.30 -3.12 6.10
H25 -2.00 -2.78 5.74
C12 2.42 -2.35 -2.49
O8 2.37 -2.18 -3.93
P2 3.86 -2.23 -4.73
O9 3.40 -1.55 -5.98
O10 3.80 -3.86 -4.87
C13 2.62 -4.49 -5.34
O11 5.50 -2.24 -5.09
C14 6.37 -2.95 -4.18
H26 1.39 -2.36 -2.12
H27 2.90 -3.30 -2.23
H28 2.96 -1.53 -2.04
H29 2.03 -3.84 -5.98
H30 2.01 -4.81 -4.49
H31 2.90 -5.38 -5.91
H32 6.22 -4.02 -4.28
H33 6.20 -2.64 -3.15
H34 7.40 -2.71 -4.46
C15 -3.53 2.23 -4.29
O12 -3.01 3.18 -3.35
P3 -1.40 3.70 -3.65
O13 -1.24 4.18 -2.23
O14 -1.93 4.89 -4.64
C16 -3.07 5.67 -4.28
O15 0.19 4.09 -4.05
C17 0.59 3.96 -5.43
H35 -4.57 2.02 -4.03
H36 -3.49 2.62 -5.31
H37 -2.96 1.29 -4.23
H38 -3.20 5.72 -3.20
H39 -3.96 5.26 -4.74
H40 -2.92 6.68 -4.66
H41 0.13 4.74 -6.04
H42 0.33 2.98 -5.82
H43 1.67 4.07 -5.48